{
  "formula": "C6H13Br",
  "method": "wB97M-V/def2-TZVPD",
  "e_homo_ha": -0.3089,
  "largest_force_ev_per_a": 3.8,
  "orbital_gap_ev": 8.43,
  "lumo_energy_ev": 0.03,
  "total_energy_ev": -76473.251,
  "charge": 0,
  "spin_multiplicity": 1,
  "elements": ["H", "H", "H", "C", "C", "H", "H", "H", "C", "H", "H", "H", "C", "C", "H", "H", "C", "Br", "H", "H"],
  "xyz": [[-0.900, -0.033, 4.246], [3.899, 0.003, 1.946], [3.093, -1.951, 1.083], [-0.314, -0.106, 3.325], [0.616, -2.319, 4.003], [2.886, 1.142, 2.904], [1.462, -2.913, 4.360], [1.490, -2.734, 1.599], [2.075, -1.831, 1.464], [0.156, -2.880, 3.185], [-0.103, -2.338, 4.805], [1.528, -1.310, 0.591], [1.946, -0.700, 2.431], [0.955, -0.888, 3.628], [-0.059, 0.899, 2.960], [-0.900, -0.613, 2.549], [3.208, 0.100, 2.780], [1.329, 0.499, 0.597], [1.498, -0.443, 4.485], [3.721, -0.203, 3.695]],
  "lowdin_charge": [0.081, 0.068, 0.087, -0.110, -0.082, 0.074, 0.087, 0.068, -0.219, 0.076, 0.075, -0.105, -0.486, -0.399, 0.047, 0.087, -0.123, 0.553, 0.135, 0.086]
}

{
  "formula": "C8H11N2O",
  "method": "wB97M-V/def2-TZVPD",
  "e_homo_ha": -0.5432,
  "largest_force_ev_per_a": 6.5,
  "orbital_gap_ev": 9.51,
  "lumo_energy_ev": -5.27,
  "total_energy_ev": -13488.909,
  "charge": 1,
  "spin_multiplicity": 1,
  "e_above_lowest_kcal_mol": 172.1,
  "elements": ["C", "H", "H", "C", "H", "C", "C", "H", "N", "C", "C", "O", "N", "C", "H", "H", "H", "H", "H", "H", "H", "C"],
  "xyz": [[-2.122, -0.057, 1.078], [-2.057, -0.758, 1.973], [-1.735, -0.194, -0.992], [0.372, 0.541, -3.881], [-2.321, -1.557, -0.117], [0.536, 0.560, -2.667], [-0.296, -1.492, -0.002], [-3.308, 0.118, 0.883], [1.781, 1.541, -0.060], [1.312, -0.178, 1.442], [2.052, 1.193, 1.286], [2.549, 1.932, 2.061], [0.649, -0.373, 0.173], [-1.660, -0.778, -0.088], [2.217, 2.289, -0.528], [0.030, -2.020, -0.935], [-1.605, 0.971, 1.246], [1.855, -1.023, 1.615], [0.100, 0.913, -4.882], [0.683, -0.047, 2.220], [-0.101, -2.144, 0.767], [1.068, 0.564, -0.590]],
  "lowdin_charge": [-0.125, 0.106, 0.110, 0.025, 0.088, 0.070, -0.056, 0.148, 0.216, 0.041, -0.327, 0.204, -0.042, -0.278, 0.170, 0.156, 0.105, 0.132, 0.062, 0.117, 0.107, -0.027]
}

{
  "formula": "C3H5NO2",
  "method": "wB97M-V/def2-TZVPD",
  "e_homo_ha": -0.3546,
  "largest_force_ev_per_a": 0.5,
  "orbital_gap_ev": 10.47,
  "lumo_energy_ev": 0.82,
  "total_energy_ev": -8776.482,
  "smiles": "O=C1NC[C@@H]1O",
  "charge": 0,
  "spin_multiplicity": 1,
  "e_above_lowest_kcal_mol": 28.0,
  "elements": ["O", "H", "N", "C", "H", "C", "O", "H", "H", "H", "C"],
  "xyz": [[1.241, -0.349, -1.353], [1.192, -0.969, 0.634], [-1.150, 0.427, 0.606], [-0.892, -0.747, -0.053], [0.253, 1.758, -0.346], [0.188, 0.989, 0.430], [-1.587, -1.656, -0.432], [-2.026, 0.859, 0.862], [1.495, -1.248, -1.595], [0.666, 1.331, 1.353], [0.619, -0.394, -0.105]],
  "lowdin_charge": [0.005, 0.154, 0.092, -0.440, 0.121, -0.100, 0.084, 0.144, 0.105, 0.112, -0.277]
}

{
  "formula": "C48H88O24",
  "method": "wB97M-V/def2-TZVPD",
  "e_homo_ha": -0.3606,
  "largest_force_ev_per_a": 2.8,
  "orbital_gap_ev": 10.30,
  "lumo_energy_ev": 0.48,
  "total_energy_ev": -100344.273,
  "smiles": "CCOC(C)=O.CCOC(C)=O.CCOC(C)=O.CCOC(C)=O.CCOC(C)=O.CCOC(C)=O.CCOC(C)=O.CCOC(C)=O.O=C1CCCO1.O=C1CCCO1.O=C1CCCO1.O=C1CCCO1",
  "charge": 0,
  "spin_multiplicity": 1,
  "e_above_lowest_kcal_mol": 0.0,
  "elements": ["C", "H", "H", "H", "H", "H", "O", "H", "H", "H", "O", "H", "H", "H", "H", "C", "C", "O", "C", "H", "O", "H", "H", "C", "C", "H", "C", "H", "H", "C", "H", "O", "H", "C", "H", "H", "O", "O", "H", "H", "O", "H", "H", "O", "C", "H", "H", "O", "C", "H", "H", "H", "C", "C", "O", "H", "H", "C", "C", "C", "H", "H", "H", "H", "C", "C", "H", "H", "H", "C", "C", "C", "O", "C", "H", "C", "O", "H", "C", "H", "H", "H", "H", "O", "O", "C", "C", "H", "O", "H", "C", "H", "H", "C", "H", "H", "C", "H", "H", "H", "O", "C", "H", "H", "H", "H", "O", "C", "O", "C", "H", "C", "C", "C", "H", "H", "C", "H", "H", "C", "H", "C", "H", "H", "H", "H", "H", "C", "H", "H", "C", "C", "O", "O", "O", "H", "H", "O", "C", "C", "H", "H", "H", "H", "C", "C", "H", "H", "H", "C", "O", "H", "H", "C", "C", "H", "H", "H", "H", "H"],
  "xyz": [[2.830, 0.661, -3.249], [-2.050, -1.132, 2.689], [-3.101, -4.201, -5.302], [0.200, 1.857, -3.527], [0.233, 4.793, 2.602], [2.036, 1.181, -5.355], [0.324, 4.628, -1.942], [6.735, -2.773, 4.931], [-3.019, 2.624, 2.300], [-4.204, -1.468, 2.387], [3.534, 2.131, 3.650], [5.442, 3.332, 4.933], [-2.403, 4.212, 0.292], [-0.273, 3.283, 1.888], [3.759, -5.509, -1.204], [-2.845, -3.543, -4.469], [-0.507, -0.235, -6.852], [-0.520, -0.149, -0.278], [-3.168, 3.436, 0.307], [-0.188, 3.482, -4.180], [3.791, -3.203, 2.164], [-0.218, 0.783, -6.570], [-0.546, -2.387, 1.286], [-4.911, 0.781, -5.978], [-4.070, -0.566, 2.983], [-0.848, -7.733, -1.097], [-3.792, 3.046, 1.652], [-6.996, -1.731, -7.535], [-2.930, 2.590, -0.339], [4.740, -2.735, 2.738], [-3.985, -1.582, -7.455], [-4.644, 1.472, -6.930], [2.193, 0.026, -0.083], [4.123, 1.706, 4.617], [-1.513, 3.621, 4.127], [7.218, -0.669, 3.115], [1.030, -6.745, 0.420], [-0.214, -4.885, 0.194], [1.383, -4.007, 1.052], [4.421, -0.647, 2.671], [3.620, 0.822, 5.469], [-5.084, -0.373, -8.142], [5.634, -1.231, 1.494], [-1.337, 3.296, 6.573], [-5.185, 3.897, 3.306], [5.498, -3.329, -2.136], [-4.771, 0.602, -3.904], [5.261, 0.602, -2.935], [-0.193, 3.559, 6.331], [2.647, -1.718, -4.859], [1.208, 3.283, 2.631], [-0.941, -2.559, -3.921], [1.563, -0.454, 0.659], [-4.975, -1.127, -7.368], [1.583, -2.467, -2.719], [2.286, -1.179, 6.831], [2.076, 0.192, 4.181], [-5.106, 1.348, -4.625], [2.187, 0.389, -4.623], [0.219, 0.232, 0.889], [5.901, 1.844, 5.877], [0.419, 1.297, 1.011], [3.696, -1.429, -1.669], [0.711, 5.165, 0.050], [0.450, 3.317, -2.105], [-0.607, -6.689, -1.280], [-6.000, -2.856, -6.569], [7.700, -2.922, 3.458], [6.024, -0.648, 4.492], [5.488, 2.249, 4.948], [0.371, -4.260, 1.373], [-0.511, 3.212, 3.971], [4.357, -0.600, -4.555], [0.076, -6.156, -0.037], [-2.930, -1.219, -1.775], [2.310, 0.323, 5.242], [2.731, -4.358, -2.423], [-0.113, -2.838, 2.914], [-6.029, -2.235, -7.460], [-5.845, 4.990, 4.902], [0.442, 3.556, 8.352], [-6.197, 1.414, -4.542], [2.745, 1.638, -2.794], [-1.628, -1.623, 5.240], [-1.287, -2.228, -5.925], [4.259, 0.226, -3.487], [-2.605, -0.445, 3.321], [-5.976, -2.826, -8.374], [-5.122, -0.549, -6.073], [-0.853, -3.966, -4.981], [-5.915, 5.095, 3.815], [-5.461, 6.071, 3.653], [1.353, 6.918, -2.391], [-4.794, -0.635, 4.327], [1.492, 0.895, 5.679], [1.159, -1.505, 5.602], [3.602, -2.461, -1.353], [2.015, -0.424, 1.659], [-1.334, 2.686, -3.100], [-2.873, 0.455, -2.085], [5.619, -3.449, 3.433], [2.478, -3.050, -2.174], [3.254, -2.460, -0.314], [0.907, 5.055, 7.476], [-5.597, -1.351, 4.140], [-1.440, -0.555, -2.507], [-1.688, -0.329, -4.788], [1.102, 5.301, -0.961], [-4.420, 4.172, 2.232], [-0.276, 2.813, -3.326], [-1.536, -3.551, 2.216], [-1.413, -3.056, -4.768], [0.218, 3.721, 2.771], [4.700, -3.490, -1.404], [-1.509, -6.109, -1.473], [-1.247, 0.058, -7.604], [4.031, -4.765, -1.962], [2.079, 4.807, -0.898], [0.441, 7.291, -0.913], [5.255, -1.330, 2.509], [2.464, -0.137, -2.594], [2.156, -1.084, 5.743], [-3.613, -2.768, -4.452], [5.232, -3.633, -0.466], [-3.925, 3.880, -0.358], [2.189, 7.156, -0.821], [-0.620, 2.139, 4.149], [-0.522, -3.233, 1.982], [-4.414, 2.175, 1.448], [2.853, -1.835, 5.359], [-2.230, -0.380, -1.791], [-2.555, -1.082, 4.703], [0.911, 2.561, -1.278], [0.327, 3.611, 5.096], [-5.265, 2.809, 3.813], [6.255, 1.865, 4.270], [-5.241, 0.319, 4.602], [-2.694, 0.029, 0.487], [6.350, -1.132, 3.578], [3.064, -0.748, -5.145], [4.662, -5.319, -2.655], [1.426, -1.530, 0.561], [-4.703, 2.344, -4.514], [0.355, -0.749, -7.264], [0.762, 3.977, 7.406], [-1.173, -0.909, -5.713], [-2.904, -4.095, -3.533], [-2.163, 0.549, 3.359], [3.128, -0.715, -6.233], [1.306, 6.759, -1.317], [-3.795, -1.086, 5.228], [-0.084, -0.135, 1.871], [1.169, 0.049, -4.409], [6.725, -2.642, 3.847], [-1.840, -0.097, -0.362], [1.757, 3.618, 7.125], [-4.400, 0.274, 2.377], [-6.969, 5.114, 3.550], [0.092, -6.563, -2.103], [0.512, -5.088, 2.076]],
  "lowdin_charge": [-0.057, 0.081, 0.074, 0.061, 0.082, 0.114, 0.004, 0.120, 0.105, 0.120, 0.088, 0.091, 0.070, 0.059, 0.124, -0.050, 0.022, 0.013, -0.052, 0.092, 0.103, 0.084, 0.056, -0.550, -0.160, 0.086, -0.231, 0.077, 0.058, -0.501, 0.117, 0.088, 0.080, -0.555, 0.117, 0.109, 0.085, -0.006, 0.112, 0.108, 0.016, 0.116, 0.133, 0.108, -0.532, 0.116, 0.081, 0.110, -0.566, 0.114, 0.076, 0.101, -0.043, -0.223, 0.108, 0.082, 0.109, 0.026, -0.146, -0.201, 0.085, 0.100, 0.099, 0.111, -0.532, 0.023, 0.073, 0.122, 0.095, 0.017, -0.191, -0.192, 0.035, -0.558, 0.096, -0.221, 0.024, 0.088, -0.059, 0.093, 0.088, 0.100, 0.115, 0.105, -0.004, -0.501, -0.090, 0.076, -0.020, 0.122, 0.020, 0.085, 0.081, -0.141, 0.124, 0.072, -0.066, 0.071, 0.091, 0.079, 0.048, -0.462, 0.101, 0.090, 0.124, 0.056, 0.089, -0.229, 0.016, 0.046, 0.093, -0.203, -0.061, -0.124, 0.074, 0.099, -0.127, 0.124, 0.076, -0.061, 0.100, -0.066, 0.067, 0.108, 0.079, 0.078, 0.116, -0.052, 0.110, 0.073, 0.028, -0.468, 0.092, -0.030, 0.109, 0.080, 0.111, 0.092, -0.115, -0.154, 0.122, 0.060, 0.090, 0.089, 0.020, -0.548, 0.071, 0.109, 0.124, -0.058, 0.041, 0.105, 0.089, -0.130, -0.524, 0.080, 0.085, 0.091, 0.088, 0.124]
}

{
  "formula": "C9H15F7N3O7RhS2",
  "method": "wB97M-V/def2-TZVPD",
  "e_homo_ha": -0.3446,
  "largest_force_ev_per_a": 0.3,
  "orbital_gap_ev": 9.08,
  "lumo_energy_ev": -0.30,
  "total_energy_ev": -72080.604,
  "charge": 0,
  "spin_multiplicity": 1,
  "e_above_lowest_kcal_mol": 10.9,
  "elements": ["H", "H", "O", "C", "Rh", "C", "O", "F", "F", "F", "H", "C", "O", "C", "H", "O", "H", "C", "F", "H", "F", "H", "N", "C", "H", "C", "O", "O", "H", "H", "F", "N", "H", "S", "H", "H", "H", "F", "N", "O", "C", "H", "C", "S"],
  "xyz": [[2.036, -2.701, 0.292], [-3.742, -0.641, 3.439], [0.719, 1.021, -2.118], [1.478, 3.066, -3.470], [0.008, -0.167, -0.628], [-3.114, -1.507, 3.246], [1.663, 0.132, 0.432], [1.262, 4.815, 0.421], [1.063, 4.195, -4.025], [1.060, 3.282, 1.939], [2.547, -0.987, -2.177], [-2.913, -0.246, 1.104], [3.624, -0.460, 1.267], [2.134, -1.864, -1.679], [0.278, -2.913, 2.803], [-1.510, 3.908, 0.498], [0.297, -1.546, -2.620], [-1.229, -1.878, 1.733], [1.974, 2.268, -4.414], [-1.346, -3.253, 3.438], [-1.674, -0.411, -1.603], [-3.986, -0.201, 1.275], [-0.423, 3.244, -1.614], [2.650, -1.981, -0.261], [-2.483, 0.732, 1.289], [-0.769, -3.061, 2.541], [-0.516, -1.600, 0.740], [-0.891, 1.997, -3.731], [-3.753, -2.384, 3.137], [-0.832, -3.937, 1.895], [2.425, 3.331, -2.583], [-2.352, -1.245, 2.027], [3.668, -2.366, -0.266], [0.042, 2.216, -2.685], [0.203, -2.542, -1.313], [2.405, -2.747, -2.262], [-2.459, -1.633, 4.104], [2.051, 2.839, 0.062], [0.665, -1.714, -1.685], [-0.723, 1.610, 0.285], [2.675, -0.677, 0.541], [-2.723, -0.532, 0.065], [1.073, 3.514, 0.633], [-0.561, 3.020, -0.073]],
  "lowdin_charge": [0.116, 0.093, -0.399, -0.683, 1.252, -0.028, -0.158, 0.153, 0.161, 0.164, 0.126, -0.009, 0.064, -0.191, 0.100, -0.224, 0.122, -0.427, 0.150, 0.068, -0.495, 0.097, -0.264, -0.097, 0.080, 0.037, -0.095, -0.220, 0.103, 0.101, 0.159, -0.103, 0.122, 0.668, 0.119, 0.124, 0.090, 0.156, -0.057, -0.387, -0.619, 0.065, -0.685, 0.652]
}

{
  "formula": "C17H22N2O3S",
  "method": "wB97M-V/def2-TZVPD",
  "e_homo_ha": -0.3201,
  "largest_force_ev_per_a": 0.9,
  "orbital_gap_ev": 8.75,
  "lumo_energy_ev": 0.04,
  "total_energy_ev": -37945.006,
  "smiles": "CS(=O)(=O)N(Cc1cc2ccccc2[nH]c1=O)C1CCCCC1",
  "charge": 0,
  "spin_multiplicity": 1,
  "e_above_lowest_kcal_mol": 4.9,
  "elements": ["H", "N", "C", "H", "S", "H", "C", "H", "H", "H", "H", "C", "C", "H", "H", "O", "C", "H", "C", "H", "H", "C", "H", "H", "H", "H", "C", "H", "C", "C", "H", "O", "O", "C", "C", "H", "H", "H", "C", "C", "H", "N", "C", "C", "C"],
  "xyz": [[5.872, -1.371, 0.391], [-2.616, -1.558, 0.175], [-6.025, -0.316, 0.645], [-2.287, 1.799, -1.602], [0.700, 1.783, 0.490], [-0.060, 1.329, -2.189], [0.036, 0.395, -1.626], [-4.995, -2.107, 1.205], [1.659, -1.383, 1.179], [2.073, -1.078, -1.191], [3.211, 0.962, -2.041], [3.420, 0.602, -1.031], [-4.755, 1.315, -0.575], [-4.677, 2.270, -1.072], [0.386, -0.398, -2.289], [-0.462, -2.057, -0.232], [2.502, -0.760, 0.874], [5.115, 0.080, 1.061], [-3.628, 0.486, -0.529], [5.535, 0.361, -1.364], [4.579, -1.084, -1.705], [3.781, -1.594, 0.876], [-6.804, 1.562, -0.035], [3.975, -1.961, 1.886], [-1.335, 1.225, 1.614], [0.002, 1.527, 2.751], [-3.725, -0.758, 0.125], [-0.079, -0.018, 1.873], [4.692, -0.241, -1.019], [-2.373, 0.839, -1.113], [3.649, -2.460, 0.224], [-0.138, 2.744, -0.171], [1.921, 2.251, 1.077], [2.230, -0.219, -0.529], [-4.931, -1.150, 0.708], [-6.957, -0.622, 1.095], [3.538, 1.467, -0.379], [-2.689, -2.454, 0.644], [-1.380, -1.266, -0.362], [4.964, -0.765, 0.387], [2.604, 0.078, 1.564], [1.006, 0.564, -0.568], [-1.301, 0.020, -1.052], [-0.291, 1.041, 1.829], [-5.938, 0.919, 0.004]],
  "lowdin_charge": [0.107, 0.176, -0.078, 0.130, 0.628, 0.124, -0.136, 0.112, 0.104, 0.152, 0.120, -0.147, -0.023, 0.117, 0.141, 0.067, -0.161, 0.117, -0.149, 0.109, 0.113, -0.190, 0.102, 0.110, 0.056, 0.065, -0.185, 0.050, -0.197, 0.040, 0.116, -0.291, -0.294, -0.323, -0.019, 0.105, 0.106, 0.166, -0.427, -0.206, 0.106, -0.205, -0.133, -0.089, -0.086]
}

{
  "formula": "C3H8O2PSZn",
  "method": "wB97M-V/def2-TZVPD",
  "e_homo_ha": -0.4210,
  "largest_force_ev_per_a": 2.7,
  "orbital_gap_ev": 4.53,
  "lumo_energy_ev": -6.92,
  "total_energy_ev": -75869.580,
  "charge": 1,
  "spin_multiplicity": 1,
  "elements": ["H", "H", "H", "S", "C", "H", "H", "H", "H", "O", "H", "C", "Zn", "O", "P", "C"],
  "xyz": [[1.689, -1.672, 0.717], [-1.087, 1.604, -1.919], [2.459, 0.230, -0.899], [-1.418, 1.586, 1.763], [0.459, -0.048, -0.124], [-0.064, -1.817, 1.085], [2.046, 1.350, 0.411], [1.371, 1.600, -1.264], [0.525, -2.139, -0.582], [-1.667, 1.654, -1.146], [-2.136, -1.079, -0.751], [1.631, 0.847, -0.494], [-1.053, -0.648, 2.760], [-2.278, -0.628, 0.097], [-1.162, 0.627, 0.054], [0.683, -1.466, 0.293]],
  "lowdin_charge": [0.105, 0.084, 0.098, 0.401, -0.444, -0.017, 0.104, 0.085, 0.125, -0.170, 0.086, -0.085, 0.724, -0.239, 0.273, -0.130]
}

Q: Number 1 is which compound?
A: C6H13Br